{"formula": "C36H101IN7O15", "method": "ωB97M-V/def2-TZVPD", "energy_ev": -88210.876, "lumo_ha": 0.07901, "total_charge": -1, "homo_lumo_gap_ev": 8.0, "species": ["I", "C", "C", "O", "O", "H", "H", "H", "H", "H", "H", "C", "C", "O", "O", "H", "H", "H", "H", "H", "H", "C", "C", "O", "O", "H", "H", "H", "H", "H", "H", "C", "C", "O", "O", "H", "H", "H", "H", "H", "H", "C", "C", "C", "O", "C", "N", "H", "H", "H", "H", "H", "H", "H", "H", "H", "H", "H", "C", "C", "C", "O", "C", "N", "H", "H", "H", "H", "H", "H", "H", "H", "H", "H", "H", "C", "C", "C", "O", "C", "N", "H", "H", "H", "H", "H", "H", "H", "H", "H", "H", "H", "C", "C", "C", "O", "C", "N", "H", "H", "H", "H", "H", "H", "H", "H", "H", "H", "H", "C", "C", "C", "O", "C", "N", "H", "H", "H", "H", "H", "H", "H", "H", "H", "H", "H", "C", "C", "C", "O", "C", "N", "H", "H", "H", "H", "H", "H", "H", "H", "H", "H", "H", "C", "C", "C", "O", "C", "N", "H", "H", "H", "H", "H", "H", "H", "H", "H", "H", "H"], "positions_angstrom": [[-1.228763, -0.074653, 0.514718], [-3.052931, -1.232938, 4.120135], [-3.255260, -2.125913, 2.868090], [-4.462763, -2.891083, 3.047821], [-4.209496, -0.395745, 4.313560], [-2.162904, -0.616913, 4.117338], [-2.903666, -1.819842, 5.099370], [-2.356545, -2.705487, 2.613150], [-3.353992, -1.593756, 1.930389], [-4.508298, -3.373307, 3.878896], [-4.970682, -0.836310, 3.918368], [-3.261292, 4.025636, 3.645415], [-3.596191, 2.930590, 2.653896], [-2.451010, 2.887799, 1.759952], [-3.277403, 5.272766, 3.019991], [-2.353087, 3.739129, 4.208359], [-3.995590, 4.147632, 4.446859], [-4.526939, 3.222948, 2.101506], [-3.763782, 1.963112, 3.111655], [-2.015888, 2.025879, 1.700535], [-2.631559, 5.368086, 2.279411], [3.085247, -1.504284, -3.882942], [3.606661, -1.170663, -5.285724], [4.848192, -0.466637, -5.287151], [3.962502, -2.442188, -3.176194], [2.160861, -2.033428, -4.062090], [3.000166, -0.790087, -3.103090], [2.788109, -0.726701, -5.848414], [3.807011, -2.108519, -5.804320], [4.736315, 0.382091, -4.828974], [3.944303, -3.271712, -3.656783], [-1.447302, 4.865280, -1.513124], [-2.451052, 3.800668, -1.619974], [-3.530073, 3.878010, -0.674359], [-0.821764, 5.020429, -0.270970], [-1.878098, 5.851884, -1.685041], [-0.679557, 4.792094, -2.248239], [-1.940010, 2.821774, -1.415767], [-2.831148, 3.714588, -2.626364], [-3.058886, 3.482620, 0.078984], [-0.541719, 4.128491, -0.042938], [1.326433, 0.674623, 7.239690], [2.338718, 1.417366, 6.418710], [1.702030, 2.232849, 5.352999], [1.117687, 1.281793, 4.452680], [0.597953, 1.910009, 3.288511], [3.156737, 2.333364, 7.212263], [1.713169, 0.232790, 8.158641], [0.773440, -0.042485, 6.669287], [0.569092, 1.430260, 7.559700], [3.042775, 0.704981, 6.010309], [2.595101, 2.699530, 4.900738], [1.042883, 3.042170, 5.592636], [1.386820, 2.568253, 2.898228], [-0.232341, 2.549061, 3.533034], [0.225162, 1.112592, 2.649243], [3.408432, 1.878992, 8.101935], [4.018151, 2.565223, 6.676095], [-6.297785, 3.452131, -2.429031], [-6.730195, 2.445641, -1.365147], [-5.814793, 1.248592, -1.433560], [-6.249976, 0.198889, -0.556177], [-5.448847, -0.960537, -0.668798], [-6.641261, 3.083930, -0.098140], [-6.399369, 3.048673, -3.458998], [-5.273341, 3.791532, -2.228180], [-6.928755, 4.328330, -2.277282], [-7.784286, 2.179239, -1.575141], [-4.793524, 1.615755, -1.181597], [-5.778299, 0.904629, -2.430705], [-5.865327, -1.611116, 0.125371], [-4.380052, -0.699766, -0.565249], [-5.605213, -1.464800, -1.636868], [-6.528516, 2.398887, 0.659642], [-5.724486, 3.591093, -0.095875], [-2.047090, -4.051795, -4.732121], [-1.001970, -2.989086, -5.000028], [-1.211936, -1.769560, -4.122112], [-2.354057, -1.017523, -4.541639], [-2.720806, -0.274354, -3.426906], [0.369898, -3.469821, -4.877909], [-3.041357, -3.536436, -4.804016], [-1.932473, -4.387982, -3.696666], [-1.978304, -4.876172, -5.464902], [-1.080521, -2.682574, -6.021518], [-0.309777, -1.145095, -4.161478], [-1.406185, -2.155042, -3.120277], [-2.941889, -0.941168, -2.559512], [-3.661596, 0.286880, -3.641655], [-2.047716, 0.470494, -3.062251], [0.580066, -3.989170, -5.700828], [0.575864, -4.052862, -4.043079], [1.247255, -4.708267, -1.483844], [0.660877, -3.471052, -0.926029], [-0.663446, -3.801056, -0.285455], [-1.623193, -4.076803, -1.302207], [-2.884186, -3.416305, -1.181420], [1.573733, -2.699932, -0.157536], [1.481876, -5.341174, -0.659708], [2.124280, -4.482408, -2.051769], [0.584123, -5.294642, -2.123718], [0.336207, -2.864398, -1.852166], [-1.016942, -2.953288, 0.305969], [-0.575682, -4.672032, 0.433714], [-2.836693, -2.511665, -0.616104], [-3.600637, -4.076528, -0.650973], [-3.205675, -3.069202, -2.135388], [2.374610, -2.389645, -0.706622], [1.112750, -1.924464, 0.310025], [1.476655, 2.836811, -1.980601], [1.990485, 2.345213, -3.368517], [1.606612, 3.394479, -4.393841], [0.210893, 3.621251, -4.501284], [-0.534130, 2.431233, -4.836497], [3.441314, 2.100543, -3.517522], [1.889463, 2.167568, -1.255700], [0.357317, 2.765303, -1.965668], [1.870034, 3.863587, -1.800400], [1.492870, 1.384461, -3.603735], [1.960168, 3.189816, -5.411370], [2.102130, 4.349678, -4.077697], [-0.776413, 1.917266, -3.911435], [0.100972, 1.886772, -5.515250], [-1.448897, 2.676432, -5.425634], [3.747409, 1.458012, -2.731790], [3.778193, 3.012626, -3.142343], [6.188509, -0.190434, -1.767071], [6.063687, -0.731793, -0.378647], [5.201052, 0.175694, 0.517833], [3.932776, 0.495896, -0.042380], [2.837830, 0.491676, 0.875834], [5.499127, -2.084009, -0.448321], [6.739289, 0.759887, -1.890194], [5.111582, -0.000438, -1.988828], [6.419423, -0.942825, -2.556043], [7.077787, -0.700276, 0.063367], [5.714984, 1.128367, 0.738323], [5.032210, -0.403324, 1.446299], [1.950777, 0.343536, 0.284773], [2.769843, 1.393654, 1.446255], [2.938584, -0.331329, 1.576423], [4.732818, -2.188550, 0.218693], [5.076885, -2.174817, -1.369409], [0.758484, -2.807359, 4.139286], [2.140461, -2.731487, 3.486316], [3.133888, -2.173587, 4.424356], [4.381850, -1.853562, 3.791119], [5.144393, -1.197913, 4.748676], [2.542465, -3.998741, 2.854929], [0.047191, -2.898815, 3.324865], [0.618583, -1.859087, 4.639612], [0.560143, -3.613211, 4.862770], [2.101369, -1.994449, 2.645198], [3.358676, -2.830385, 5.244268], [2.690214, -1.241393, 4.845786], [4.764454, -0.235339, 5.070858], [6.166784, -1.134974, 4.359862], [5.162188, -1.777030, 5.682416], [2.497965, -3.880506, 1.826737], [3.539314, -4.163813, 2.930555]], "atomic_forces_ev_per_a": [[0.1, 0.1, -0.2], [-0.7, -0.7, 0.8], [0.4, -0.2, 1.1], [0.0, 0.1, -0.7], [0.6, 0.1, -0.1], [0.1, 0.4, -0.6], [-0.3, 0.1, -1.5], [-0.2, -0.5, 0.7], [-0.6, 0.7, 0.2], [0.6, 0.1, 0.1], [0.1, -0.2, 0.0], [-0.5, -0.6, 0.7], [0.3, 0.3, -0.5], [-0.7, 0.7, -0.1], [1.0, 1.1, -0.8], [0.2, 0.4, -0.6], [-0.4, -0.4, -0.2], [0.9, -0.2, 0.2], [0.0, -0.2, 0.2], [-0.3, -0.5, 0.0], [-0.6, -0.6, 0.8], [1.0, -2.3, -0.4], [0.6, 0.2, 1.2], [-0.5, 0.2, -0.2], [-0.1, 0.2, -0.4], [-0.7, 0.2, 0.2], [-0.4, 1.5, -0.1], [0.0, 0.7, -0.1], [0.1, -0.2, 0.1], [-0.2, -0.2, -0.1], [0.1, -0.2, -0.1], [0.0, 2.5, -0.3], [-0.3, -2.0, 0.6], [1.1, 0.1, -0.5], [0.1, -0.7, 0.9], [-0.5, 0.0, -0.2], [0.5, -0.6, -1.1], [-0.2, 0.4, -0.3], [-0.3, 0.2, -0.4], [-0.7, 0.1, 0.9], [0.3, -0.1, 0.6], [-1.0, 1.4, 1.1], [0.4, -0.1, 1.3], [1.3, -1.5, -2.1], [0.0, 0.8, 0.4], [0.5, -0.2, 0.6], [0.7, 0.3, 0.7], [0.2, -0.2, -0.1], [-0.1, -0.6, -0.4], [0.4, -0.5, 0.0], [-0.3, -0.4, -0.9], [-0.4, 0.3, -0.6], [-0.7, 0.2, 0.8], [-0.2, -0.3, -0.6], [-0.6, 0.4, 0.2], [0.4, 0.2, -0.4], [0.1, 0.4, -0.7], [-0.8, -0.3, 0.8], [-0.1, 0.0, -0.1], [-0.1, -0.5, -0.9], [0.2, 0.0, 1.0], [0.2, 0.9, -0.6], [-0.6, 0.0, 0.4], [1.2, 1.1, 1.8], [0.1, 0.3, 0.6], [-0.1, -0.3, -0.2], [-0.1, 0.1, -0.4], [0.4, -0.2, 0.1], [-0.4, -0.4, 0.1], [0.0, -0.8, -1.4], [0.8, 0.1, -0.3], [-0.3, -0.3, 0.3], [0.1, 0.1, 0.0], [-0.3, 0.2, -0.5], [-1.0, -0.4, 0.1], [-0.9, 0.6, 0.0], [0.2, -0.2, 0.2], [0.0, -0.4, -0.6], [1.0, -0.4, 0.2], [-2.9, 0.3, 0.9], [0.5, 0.0, 1.1], [0.6, -0.7, -0.1], [0.0, -0.3, -0.2], [-0.1, 0.3, 0.5], [-0.2, 0.4, -0.8], [-0.1, 0.0, 0.3], [0.3, 0.3, 0.3], [0.1, 0.5, -0.5], [0.5, -0.5, -0.1], [1.1, 0.4, 0.0], [0.4, -0.6, -0.4], [-0.6, 0.5, -0.8], [0.2, -0.8, -0.3], [-1.8, 1.4, -3.1], [-0.6, -0.2, 1.5], [0.0, 0.1, -0.1], [0.3, -1.0, 1.2], [0.8, -0.2, 1.3], [0.6, -0.7, 0.7], [0.9, 0.0, -0.3], [-0.3, 0.3, 0.0], [0.2, -0.5, 1.0], [0.1, 0.1, 0.0], [0.0, 0.6, -0.8], [0.5, 0.7, 0.8], [0.1, 0.2, -0.6], [-0.5, -0.4, -1.0], [-0.4, 0.0, 0.1], [0.1, 0.1, -0.3], [0.1, -0.1, -1.2], [-0.9, -0.7, -0.1], [0.0, 0.6, -0.5], [-0.7, 0.2, 0.2], [0.3, 1.3, -0.4], [0.3, 0.7, 2.4], [0.1, -0.3, 0.8], [1.1, 0.3, 0.1], [-0.6, -0.5, 0.0], [0.1, 0.4, 0.1], [0.4, -0.4, 0.1], [-0.6, -0.5, -0.3], [-0.1, -0.4, -0.2], [0.1, -0.9, -0.1], [0.6, 0.2, 0.8], [-0.6, 0.7, -1.1], [0.6, -0.7, -0.6], [-1.8, 0.3, -1.6], [0.4, 0.2, 0.6], [-0.1, 0.1, 0.4], [0.1, -0.3, -0.2], [0.7, -0.7, -0.6], [-0.1, 0.2, 0.0], [-0.1, -0.6, 0.2], [0.6, 0.4, -0.4], [0.5, 0.5, 0.8], [-0.3, -0.5, 0.3], [0.1, -0.3, 0.1], [0.2, 0.4, -0.1], [-0.5, 0.1, -0.1], [0.0, 0.8, 0.3], [0.0, -0.3, 0.2], [0.3, 0.0, -0.1], [-0.1, -0.3, 0.1], [0.2, 0.0, -0.3], [-0.1, -0.2, -1.6], [0.3, 1.2, 0.1], [-1.1, 0.0, 0.1], [1.2, -0.5, 0.4], [0.3, -0.3, -1.0], [-0.4, 0.0, 0.1], [-0.5, 0.4, 0.1], [0.6, 0.1, -0.3], [-0.4, -0.2, 0.7], [0.0, -0.6, 0.6], [0.3, -0.4, -0.2], [-0.2, 0.6, -0.4], [-0.2, 0.3, 0.2], [0.2, -0.2, 0.0], [-0.7, 0.0, 0.6], [0.2, 0.1, 0.7]]}